Computed, not measured: C32H28Cl3N3O7PSiW as an isolated structure, with wB97M-V/def2-TZVPD.

Atoms and positions in Å:
1 W 1.4651 -1.0132 0.9960
2 Cl 4.2646 1.4081 -0.4685
3 Cl 4.5335 1.0344 2.7710
4 Cl 3.8424 -1.7442 1.1186
5 P -0.0989 0.4939 -1.4800
6 Si 3.1654 0.8613 1.2016
7 O -0.6083 -1.4511 1.2026
8 O -1.3263 -0.0790 3.1504
9 O 1.4463 -1.5389 3.0262
10 O 1.7131 -1.9585 -0.8759
11 O 2.2704 2.2959 1.5125
12 O 2.0829 -3.6704 -2.2539
13 O 1.4636 -2.9888 4.7242
14 N 1.3433 -3.4051 1.1774
15 N 0.6620 0.8020 2.2874
16 N 0.8443 0.3291 -0.2729
17 C 1.1658 2.0529 2.1762
18 C -1.9398 3.7113 0.1324
19 C -0.4965 0.9106 2.9873
20 C -1.4188 -0.7593 -1.6443
21 C -0.9519 2.0974 -1.3738
22 C -0.7242 2.2686 3.3784
23 C -0.0805 -3.7318 0.9295
24 C 1.9790 -3.1982 -1.1367
25 C 0.6953 0.4237 -3.1084
26 C -1.1022 -1.9917 -2.2172
27 C 2.7190 0.3092 -4.3999
28 C -1.6951 4.2796 4.2012
29 C -1.8343 4.1691 -2.2257
30 C 1.7718 -3.8227 2.5189
31 C 2.0805 0.3888 -3.1692
32 C 0.4106 4.3971 2.9916
33 C 2.1168 -4.0587 0.1108
34 C -2.6788 -0.5700 -1.0855
35 C -3.6143 -1.5943 -1.0993
36 C 0.3496 3.0099 2.8396
37 C 1.9741 0.2595 -5.5675
38 C -0.9710 -2.7409 1.6202
39 C 1.5310 -2.7214 3.5423
40 C -0.0536 0.3522 -4.2834
41 C -0.6138 5.0177 3.6723
42 C -1.2096 2.9480 -2.4436
43 C -1.3177 2.4923 -0.0873
44 C -2.0376 -3.0162 -2.2258
45 C -3.2940 -2.8196 -1.6674
46 C 0.5851 0.2781 -5.5104
47 C -2.2015 4.5500 -0.9425
48 C -1.7612 2.9097 4.0594
49 H -0.5949 6.0925 3.8053
50 H 0.0021 0.2196 -6.4215
51 H -0.1143 -2.1598 -2.6323
52 H -2.5912 2.3405 4.4599
53 H 1.2361 4.9612 2.5765
54 H -2.1976 4.0060 1.1436
55 H -0.2828 -4.7620 1.2399
56 H -2.0207 4.8326 -3.0615
57 H -2.0118 -2.9329 1.3368
58 H -1.0884 1.8363 0.7438
59 H 3.8004 0.2697 -4.4400
60 H 1.7575 -5.0711 -0.0805
61 H -0.9006 2.6769 -3.4449
62 H 1.2814 -4.7456 2.8318
63 H -2.6786 5.5089 -0.7789
64 H 3.1643 -4.0948 0.3840
65 H -4.5923 -1.4371 -0.6601
66 H -1.1371 0.3307 -4.2371
67 H 2.6450 0.4040 -2.2494
68 H -2.9291 0.3787 -0.6270
69 H 2.4731 0.1893 -6.5267
70 H -1.0708 -0.7507 2.3937
71 H -4.0234 -3.6211 -1.6746
72 H -1.7801 -3.9724 -2.6663
73 H 2.8472 -3.9871 2.5018
74 H -0.9003 -2.8410 2.7123
75 H -2.4836 4.8043 4.7268
76 H -0.2551 -3.6519 -0.1440

Output
* charge: -1
* HOMO (alpha / beta): -2.5 / -2.4 eV
* LUMO level (alpha / beta): 0.0375 / 0.0338 Eh
* E_tot: -109010.5450 eV
* HOMO-LUMO gap (alpha / beta): 3.52 / 3.36 eV

Calculated atomic charges, method Löwdin, unit e: 1.576 0.312 0.264 0.213 0.858 -0.375 -0.346 0.052 -0.194 -0.245 -0.204 0.068 0.081 -0.250 0.009 -0.355 -0.448 -0.046 -0.381 -0.264 -0.258 -0.138 -0.143 -0.634 -0.281 -0.086 -0.064 -0.135 -0.091 -0.104 -0.071 -0.037 -0.135 -0.063 -0.081 -0.140 -0.087 -0.248 -0.622 -0.102 -0.131 -0.074 -0.065 -0.081 -0.091 -0.084 -0.081 -0.041 0.082 0.099 0.101 0.105 0.107 0.104 0.137 0.097 0.129 0.094 0.106 0.138 0.091 0.136 0.100 0.084 0.103 0.112 0.031 0.107 0.099 0.040 0.099 0.108 0.112 0.128 0.081 0.112

=====

Computed, not measured: C32H28F4IN3O3ReS5 as an isolated structure, with wB97M-V/def2-TZVPD.

Atoms and positions in Å:
1 Re -0.9516 0.0084 -0.3294
2 I -2.3008 0.1292 2.0141
3 S 2.8693 -2.0135 -0.1967
4 S -0.1653 3.7100 -0.1078
5 S 0.8926 0.3307 -2.0657
6 S 2.2287 1.9442 2.0660
7 S 1.9050 -2.5728 3.8879
8 F -2.4492 -6.3320 0.0729
9 F 1.3825 -4.7961 -2.1770
10 F 0.4789 -2.3719 -2.1073
11 F -3.3436 -3.9207 0.2834
12 O -0.3221 3.9001 1.2982
13 O -1.0433 4.3949 -1.0162
14 O 0.5487 -0.5048 0.6870
15 N -0.1263 2.0767 -0.4835
16 N -1.9406 -1.6360 -0.7789
17 N -2.7421 0.7113 -1.5776
18 C -3.4052 -1.5146 -0.7165
19 C -1.4794 -2.9650 -0.8952
20 C -1.7021 -5.3595 -0.4683
21 C -0.1842 -3.8727 3.2453
22 C 2.7584 -1.0271 1.1999
23 C 0.9587 -1.9550 2.5940
24 C -0.2658 -3.3006 -1.4990
25 C 0.8759 0.7513 3.8573
26 C -2.7790 0.2771 -3.0238
27 C 1.9252 2.8805 -1.3518
28 C 3.5218 5.1004 -1.0564
29 C 3.9816 3.9902 -1.7615
30 C 1.4664 0.5206 2.6517
31 C -1.7601 0.8538 -3.9820
32 C -2.1856 -4.0642 -0.3885
33 C -3.8236 -0.0694 -0.9258
34 C -0.1133 -2.7551 2.3605
35 C 1.0388 2.0900 4.3102
36 C -3.4506 2.8029 -0.2468
37 C -0.4933 -5.6621 -1.0474
38 C 2.2519 5.1182 -0.4882
39 C 1.4024 -0.7212 1.8083
40 C -3.1177 2.1700 -1.5804
41 C 0.2084 -4.5958 -1.5630
42 C 4.5718 -2.0684 -0.1037
43 C 1.4859 3.9836 -0.6492
44 C 3.9947 -0.7621 1.7120
45 C 3.1847 2.8619 -1.9191
46 C 1.7415 2.8477 3.4222
47 C 0.8956 1.8102 -1.2994
48 C 0.8495 -3.8937 4.1276
49 C 5.0462 -1.3580 0.9565
50 H 0.3348 -0.0110 4.3978
51 H 4.1532 -0.1795 2.6083
52 H 2.0038 3.8910 3.4993
53 H -4.7296 -0.0172 -1.5429
54 H 5.1376 -2.6020 -0.8508
55 H -0.8423 -2.5506 1.5982
56 H -2.6776 2.6605 0.5077
57 H -0.1206 -6.6743 -1.0990
58 H 1.0477 -4.6115 4.9074
59 H 4.9787 4.0046 -2.1808
60 H -4.3868 2.4361 0.1733
61 H -0.7839 0.3973 -3.8771
62 H 3.5371 1.9848 -2.4465
63 H 6.0958 -1.2547 1.1915
64 H -2.7469 -0.8107 -3.0409
65 H -2.1175 0.6509 -4.9934
66 H -2.3021 2.7033 -2.0566
67 H 1.8931 5.9758 0.0645
68 H -1.6448 1.9342 -3.8876
69 H -3.7769 0.5707 -3.3634
70 H -3.9919 2.2543 -2.2362
71 H 0.6444 2.4679 5.2421
72 H -0.9693 -4.6158 3.2217
73 H -3.7982 -1.8462 0.2447
74 H -3.8292 -2.1599 -1.4927
75 H -3.5613 3.8738 -0.4198
76 H 4.1653 5.9629 -0.9422
77 H -4.0331 0.3941 0.0244

Output
* HOMO (alpha / beta): -7.9 / -7.5 eV
* LUMO level (alpha / beta): -0.0377 / -0.0330 Eh
* multiplicity: 2
* E_tot: -119527.3839 eV
* HOMO-LUMO gap (alpha / beta): 6.84 / 6.56 eV

Calculated atomic charges, method Löwdin, unit e: 1.185 0.561 1.082 0.640 0.819 1.084 1.070 0.098 0.094 -0.017 0.080 -0.273 -0.272 -0.469 -0.235 -0.201 -0.269 -0.259 -0.146 -0.211 -0.165 -0.493 -0.471 -0.175 -0.143 -0.230 -0.227 -0.052 -0.049 -0.472 -0.089 -0.153 -0.264 -0.147 -0.157 -0.115 0.084 -0.020 -0.538 -0.231 -0.213 -0.398 -0.249 -0.145 -0.001 -0.394 -0.750 -0.409 -0.172 0.106 0.108 0.073 0.135 0.066 0.051 -0.004 0.141 0.064 0.110 0.074 -0.003 0.119 0.100 0.113 0.085 0.081 0.127 0.078 0.115 0.127 0.104 0.104 0.082 0.128 0.086 0.110 -0.001

=====

Computed, not measured: C32H28MnN2O4P2 as an isolated structure, with wB97M-V/def2-TZVPD.

Atoms and positions in Å:
1 Mn -1.5708 -0.8666 0.7706
2 P 1.0010 -0.6763 0.6209
3 P -1.0854 -0.3327 -1.4703
4 O -1.7971 2.4548 2.8208
5 O -1.9059 -2.8235 1.0477
6 O -2.2415 -4.4396 2.4463
7 O -1.6653 0.8968 1.1424
8 N 0.4504 -1.0072 -1.0472
9 N -1.7178 -0.9755 2.7085
10 C 0.2609 1.6645 -2.7726
11 C 0.4236 1.4942 2.3485
12 C 1.6995 1.9727 0.2294
13 C 3.4422 -1.1637 -0.6900
14 C -1.1826 1.2893 2.4041
15 C 0.7686 2.9084 2.7164
16 C -1.3462 -1.8491 -5.2755
17 C -1.6712 0.1563 4.7531
18 C 1.0264 1.0789 1.0154
19 C 3.4301 -1.2993 1.7226
20 C -2.6879 -1.6128 -5.5360
21 C 2.7548 -1.1168 0.5172
22 C -0.8059 -1.5456 -4.0341
23 C 1.8482 3.3159 0.5980
24 C -1.3354 3.7356 -1.8170
25 C -1.6250 -1.0050 -3.0482
26 C -1.9972 -2.1399 3.2916
27 C -1.5280 0.1493 3.3691
28 C 4.8009 -1.5061 1.7206
29 C -2.0634 -3.1910 2.2185
30 C -0.2922 4.0038 -2.6914
31 C -2.9776 -0.7680 -3.3109
32 C -0.7757 1.4013 -1.8756
33 C -2.0117 -1.0268 5.3800
34 C 4.8156 -1.3735 -0.6836
35 C 0.5046 2.9675 -3.1725
36 C 0.4965 -2.5046 -1.2068
37 C 1.3912 3.7547 1.8698
38 C -1.5814 2.4319 -1.4073
39 C -3.5055 -1.0680 -4.5542
40 C -2.1689 -2.2143 4.6437
41 C 5.4933 -1.5394 0.5166
42 H -2.3947 2.2224 -0.7271
43 H -1.9611 4.5425 -1.4549
44 H -2.5913 2.5992 2.2917
45 H -2.4334 -3.1383 5.1428
46 H -2.1626 -1.0419 6.4528
47 H 2.8871 -1.2790 2.6629
48 H -1.5315 1.0736 5.3110
49 H -2.3427 -4.6621 3.3843
50 H 1.5824 4.7770 2.1770
51 H 0.6492 -2.7676 -2.2445
52 H 6.5650 -1.6974 0.5145
53 H 0.8759 0.8559 -3.1527
54 H 0.2509 -1.7017 -3.8729
55 H 2.9158 -1.0295 -1.6283
56 H 2.3583 4.0053 -0.0644
57 H -4.5504 -0.8756 -4.7595
58 H 5.3276 -1.6463 2.6566
59 H -0.4091 -3.0104 -0.8634
60 H -3.0970 -1.8484 -6.5098
61 H -0.7091 -2.2675 -6.0446
62 H 0.4606 3.2506 3.6966
63 H 1.3094 3.1766 -3.8682
64 H -0.1049 5.0220 -3.0119
65 H 0.8119 0.8322 3.1391
66 H 2.1496 1.6293 -0.6980
67 H 5.3577 -1.4067 -1.6207
68 H 1.3369 -2.9027 -0.6437
69 H -3.6182 -0.3422 -2.5436

Output
* charge: +2
* HOMO (alpha / beta): -12.4 / -13.9 eV
* LUMO level (alpha / beta): -0.2644 / -0.2664 Eh
* multiplicity: 6
* E_tot: -94691.6832 eV
* HOMO-LUMO gap (alpha / beta): 5.23 / 6.66 eV

Calculated atomic charges, method Löwdin, unit e: 0.833 1.035 0.998 0.076 0.010 0.262 -0.252 -0.453 0.045 -0.095 -0.175 -0.082 -0.091 -0.496 -0.011 -0.046 0.077 -0.303 -0.092 -0.042 -0.370 -0.082 -0.013 -0.050 -0.341 -0.139 -0.121 -0.057 -0.379 -0.048 -0.092 -0.346 0.033 -0.051 -0.054 -0.146 -0.050 -0.082 -0.050 0.057 -0.050 0.097 0.117 0.137 0.136 0.138 0.104 0.147 0.160 0.122 0.071 0.119 0.108 0.098 0.102 0.118 0.119 0.116 0.068 0.121 0.120 0.124 0.118 0.118 0.145 0.113 0.117 0.076 0.107

=====

Number 1: F_max 2.78 eV/A. Number 2: F_max 0.82 eV/A. Number 3: F_max 1.14 eV/A.